Entry 1:
Molecular formula: C2HGdO3
Method: DFT, the ωB97M-V functional and the def2-TZVPD basis

Values from the calculation:
- energy (eV) = -29000.919
- LUMO (alpha / beta) (eV) = -21.93 / -23.49
- gap between HOMO and LUMO (alpha / beta) (eV) = 7.874 / 5.929

```
! wB97M-V def2-TZVPD RIJCOSX def2/J DEFGRID3
* xyz 4 8
O -3.765 0.296 -0.248
C -1.431 0.141 0.051
O 0.610 -0.611 -0.172
H -4.231 1.158 -0.078
O -0.240 0.386 -0.074
C -2.682 0.095 0.262
Gd 3.203 -0.237 -0.211
*
```

Entry 2:
Molecular formula: C2HI2N3
Method: DFT, the ωB97M-V functional and the def2-TZVPD basis

Values from the calculation:
- energy (eV) = -22757.616
- ΔE to the lowest compared entry with this formula, charge and spin (kJ/mol) = 218.1
- LUMO (eV) = -0.53
- gap between HOMO and LUMO (eV) = 7.830

```
! wB97M-V def2-TZVPD RIJCOSX def2/J DEFGRID3
* xyz 0 1
N 2.146 -0.584 0.326
I 0.303 3.250 0.612
I 1.742 -2.507 0.797
C 1.500 0.432 0.484
C -1.303 -0.105 -0.539
N -2.214 -0.728 -0.858
H -2.944 -1.132 -1.386
N 0.769 1.374 0.564
*
```

Entry 3:
Molecular formula: C2HI3
Method: DFT, the ωB97M-V functional and the def2-TZVPD basis

Values from the calculation:
- energy (eV) = -26389.996
- ΔE to the lowest compared entry with this formula, charge and spin (kJ/mol) = 66.9
- LUMO (eV) = -1.11
- gap between HOMO and LUMO (eV) = 7.754

```
! wB97M-V def2-TZVPD RIJCOSX def2/J DEFGRID3
* xyz 0 1
H -1.561 0.734 -0.164
I 1.826 2.173 0.132
C 0.471 0.300 -0.043
I 1.698 -1.423 -0.022
C -0.846 0.045 -0.079
I -1.589 -1.829 0.176
*
```

Entry 4:
Molecular formula: C2HIN2O
Method: DFT, the ωB97M-V functional and the def2-TZVPD basis

Values from the calculation:
- energy (eV) = -15213.839
- ΔE to the lowest compared entry with this formula, charge and spin (kJ/mol) = 256.8
- LUMO (eV) = 0.41
- gap between HOMO and LUMO (eV) = 9.970

```
! wB97M-V def2-TZVPD RIJCOSX def2/J DEFGRID3
* xyz 0 1
I 2.594 0.968 -0.092
N -1.518 -1.973 0.133
C 0.626 1.137 -0.101
N -0.406 -1.950 -0.021
O 0.688 -1.583 -0.119
H -1.457 1.915 0.296
C -0.526 1.486 -0.095
*
```